Entry 1:
Computed, not measured: a structure of composition C57H50Cl2FeN4O2PS3, with ωB97M-V with the def2-TZVPD basis set.

The geometry in XYZ format:
```
120
Properties=species:S:1:pos:R:3:mulliken_charge:R:1
Fe 1.489 -1.116 -0.920 -1.6573
N 0.054 -1.353 0.273 1.4280
S -1.390 -1.517 0.212 -0.0198
N -2.364 -0.471 -0.600 0.4308
S -2.468 1.050 -0.326 0.9629
N -1.211 1.958 -0.383 0.4569
S -0.006 1.788 -1.492 1.0063
N 0.895 0.649 -1.409 1.3135
C -0.820 2.001 -3.065 0.3612
C -1.317 0.857 -3.671 0.2554
C -1.960 0.965 -4.894 -1.0337
C -2.099 2.208 -5.497 -0.7799
C -1.597 3.346 -4.880 -0.9593
C -0.953 3.252 -3.655 -0.6235
C 0.835 3.334 -1.220 -0.0157
C 2.162 3.359 -1.623 -0.6165
C 2.894 4.523 -1.438 -0.7435
C 2.299 5.634 -0.858 -0.7621
C 0.969 5.592 -0.457 -0.8443
C 0.223 4.437 -0.639 -0.1158
C -3.164 1.441 1.251 0.5408
C -4.470 1.027 1.483 -0.9110
C -5.042 1.299 2.712 -0.8186
C -4.310 1.968 3.686 -0.7303
C -3.003 2.362 3.439 -0.4198
C -2.412 2.098 2.212 -0.5049
C -3.705 1.570 -1.481 0.7742
C -4.378 0.662 -2.281 -0.2145
C -5.355 1.139 -3.142 -0.6793
C -5.638 2.497 -3.194 -0.7075
C -4.947 3.394 -2.387 -0.7786
C -3.972 2.934 -1.520 -0.7687
C -2.033 -1.605 1.866 0.3210
C -3.256 -2.208 2.128 -0.7453
C -3.700 -2.267 3.439 -0.8755
C -2.929 -1.726 4.461 -0.9077
C -1.712 -1.121 4.179 -0.9436
C -1.249 -1.062 2.873 0.6352
C -1.924 -2.999 -0.613 0.7847
C -3.171 -3.157 -1.205 -0.4061
C -3.464 -4.355 -1.835 -1.0075
C -2.517 -5.372 -1.876 -0.8726
C -1.275 -5.200 -1.283 -0.7393
C -0.970 -4.009 -0.640 -0.2499
H -1.198 -0.104 -3.189 0.1526
H -2.349 0.078 -5.376 0.5568
H -2.592 2.290 -6.456 0.4745
H -1.697 4.311 -5.357 0.5069
H -0.548 4.139 -3.190 0.4905
H 2.613 2.473 -2.054 0.4617
H 3.930 4.560 -1.747 0.5075
H 2.874 6.540 -0.715 0.4374
H 0.511 6.460 -0.002 0.5132
H -0.809 4.387 -0.322 0.3429
H -5.034 0.514 0.713 0.4637
H -6.061 0.995 2.909 0.4638
H -4.765 2.184 4.643 0.4558
H -2.437 2.877 4.204 0.5161
H -1.393 2.387 2.003 0.2747
H -4.134 -0.390 -2.235 0.2984
H -5.895 0.448 -3.774 0.5255
H -6.403 2.860 -3.866 0.4435
H -5.173 4.451 -2.430 0.5114
H -3.433 3.620 -0.879 0.2796
H -3.845 -2.645 1.333 0.5216
H -4.642 -2.748 3.666 0.4917
H -3.277 -1.784 5.483 0.4581
H -1.112 -0.706 4.978 0.5732
H -0.293 -0.614 2.633 0.0842
H -3.898 -2.356 -1.179 0.4686
H -4.430 -4.495 -2.301 0.4645
H -2.750 -6.303 -2.375 0.4423
H -0.539 -5.992 -1.323 0.4772
H 0.000 -3.845 -0.184 -0.0513
Cl 3.141 -0.752 -2.729 0.0528
C 2.061 -1.468 -3.960 -0.6282
Cl 0.564 -2.006 -3.171 0.0828
H 2.560 -2.342 -4.357 0.4934
H 1.821 -0.713 -4.698 0.4302
C 2.979 -5.017 -0.467 -1.0679
C 2.688 -3.781 -1.283 0.5631
O 2.976 -3.690 -2.457 -0.5792
O 2.100 -2.846 -0.553 0.5321
H 3.501 -5.753 -1.071 0.4177
H 2.045 -5.440 -0.093 0.2162
H 3.574 -4.746 0.407 0.1155
C 1.445 2.554 3.973 -0.8122
C 2.024 1.368 4.406 -1.0555
C 2.390 0.392 3.491 -0.6254
C 2.164 0.589 2.125 -0.2120
C 1.569 1.773 1.705 0.7439
C 1.223 2.757 2.619 -0.4102
P 2.745 -0.643 0.922 3.6752
C 4.331 -0.045 0.299 -0.0067
C 4.683 1.300 0.395 -0.7049
C 5.876 1.743 -0.158 -0.7431
C 6.715 0.851 -0.809 -0.8250
C 6.365 -0.489 -0.914 -0.7849
C 5.174 -0.938 -0.368 -0.3277
C 3.083 -2.096 1.950 0.0157
C 4.372 -2.360 2.408 -0.7812
C 4.597 -3.417 3.282 -0.8647
C 3.539 -4.202 3.709 -0.8068
C 2.250 -3.930 3.265 -0.7704
C 2.019 -2.885 2.388 -0.1930
H 1.181 3.320 4.690 0.4707
H 2.207 1.207 5.460 0.4879
H 2.850 -0.520 3.845 0.5139
H 1.408 1.926 0.652 -0.4648
H 0.795 3.687 2.265 0.4966
H 4.038 1.997 0.916 0.4632
H 6.157 2.784 -0.066 0.5148
H 7.648 1.199 -1.233 0.4197
H 7.020 -1.185 -1.421 0.5077
H 4.901 -1.984 -0.456 0.5101
H 5.204 -1.742 2.098 0.4799
H 5.601 -3.618 3.631 0.4628
H 3.715 -5.025 4.389 0.4220
H 1.422 -4.540 3.602 0.5098
H 1.020 -2.680 2.032 0.6408
```

Results
- energy relative to the best compared isomer or geometry (same formula, charge and spin) (kcal per mole) = 0.0
- 2S+1 = 2
- orbital gap (alpha / beta) (eV) = 8.00 / 8.55
- total charge = +2
- molecular weight (g/mol) = 1076.98

---

Entry 2:
Computed, not measured: a structure of composition C57H50N4P2SSbV, with ωB97M-V with the def2-TZVPD basis set.

The geometry in XYZ format:
```
116
Properties=species:S:1:pos:R:3:mulliken_charge:R:1
V 0.302 -0.284 0.206 1.4025
S 1.581 0.749 1.993 -0.6649
C 2.653 0.938 0.604 0.0137
N 3.338 2.043 0.359 -0.6246
N 3.136 3.030 1.173 0.5484
C 3.759 4.274 1.009 0.4591
C 4.627 4.517 -0.049 -0.4110
C 5.208 5.768 -0.167 -0.5862
C 4.933 6.770 0.755 -0.4996
C 4.068 6.513 1.810 -0.6867
C 3.479 5.267 1.941 -0.2479
N 2.902 -0.032 -0.326 -0.5545
N 2.096 -1.024 -0.345 1.6102
C 2.444 -2.108 -1.185 -1.1409
C 3.639 -2.154 -1.899 -0.3970
C 3.900 -3.241 -2.714 -0.6359
C 2.985 -4.283 -2.820 -0.7916
C 1.798 -4.235 -2.101 -0.9110
C 1.529 -3.152 -1.283 1.1799
H 2.444 2.907 1.914 0.1058
H 4.837 3.729 -0.757 0.4376
H 5.886 5.962 -0.987 0.3822
H 5.393 7.743 0.655 0.3954
H 3.855 7.285 2.538 0.3766
H 2.809 5.056 2.765 0.4818
H 4.345 -1.342 -1.805 0.4947
H 4.828 -3.281 -3.269 0.4427
H 3.200 -5.129 -3.457 0.4435
H 1.079 -5.040 -2.179 0.5459
H 0.601 -3.095 -0.721 -0.1341
C -2.687 1.118 -0.206 -0.5741
C -2.827 0.216 -1.437 -1.7295
P -1.321 -0.819 -1.767 2.0063
C -1.992 -2.468 -2.132 0.6892
C -2.943 -3.041 -1.292 -0.4057
C -3.390 -4.332 -1.519 -0.7620
C -2.880 -5.069 -2.578 -0.8053
C -1.920 -4.510 -3.409 -0.7645
C -1.476 -3.216 -3.189 -0.7937
C -0.697 -0.221 -3.366 0.5467
C 0.678 -0.089 -3.534 -0.4163
C 1.199 0.351 -4.743 -0.7393
C 0.344 0.671 -5.786 -0.5297
C -1.031 0.535 -5.628 -1.0061
C -1.549 0.082 -4.428 -0.7692
P -1.082 2.021 -0.255 1.4182
C -1.187 3.076 -1.720 0.0602
C -2.324 3.843 -1.977 -0.4852
C -2.385 4.630 -3.112 -0.7727
C -1.308 4.664 -3.993 -0.6167
C -0.171 3.916 -3.735 -0.5993
C -0.112 3.120 -2.600 -0.1845
C -1.125 3.170 1.147 0.6766
C -1.759 2.856 2.344 -0.2667
C -1.655 3.714 3.430 -0.5742
C -0.920 4.885 3.329 -0.7659
C -0.284 5.202 2.136 -0.6545
C -0.379 4.346 1.050 -1.1808
H -2.660 0.509 0.705 -0.4327
H -3.547 1.789 -0.122 0.8486
H -3.029 0.823 -2.321 0.4892
H -3.680 -0.455 -1.313 0.8623
H -3.338 -2.489 -0.445 0.1694
H -4.131 -4.764 -0.862 0.5364
H -3.231 -6.077 -2.754 0.4143
H -1.518 -5.080 -4.237 0.4686
H -0.726 -2.787 -3.842 0.4526
H 1.349 -0.338 -2.720 0.3141
H 2.270 0.444 -4.865 0.4441
H 0.746 1.019 -6.727 0.4247
H -1.696 0.775 -6.446 0.4375
H -2.620 -0.043 -4.322 0.5143
H -3.156 3.832 -1.282 0.3866
H -3.266 5.225 -3.311 0.4452
H -1.358 5.282 -4.879 0.4118
H 0.670 3.947 -4.414 0.4778
H 0.773 2.531 -2.394 0.3782
H -2.326 1.940 2.452 0.2768
H -2.152 3.458 4.357 0.4890
H -0.848 5.554 4.176 0.4150
H 0.283 6.119 2.046 0.5186
H 0.116 4.598 0.119 0.4100
C -3.174 -6.222 1.617 -0.7225
C -3.798 -5.123 2.186 -0.6840
C -3.103 -3.930 2.348 -0.2871
C -1.777 -3.837 1.944 0.5813
C -1.155 -4.946 1.373 -0.6211
C -1.851 -6.133 1.209 -0.6243
Sb -0.577 -2.088 2.128 0.9784
C 0.993 -2.999 3.213 0.7622
C 0.691 -3.834 4.286 -0.6180
C 1.713 -4.456 4.987 -0.7393
C 3.034 -4.253 4.612 -0.6040
C 3.336 -3.429 3.539 -0.7372
C 2.316 -2.798 2.839 -0.3465
C -1.557 -0.976 3.654 1.1495
C -2.863 -0.522 3.486 -0.5976
C -3.457 0.282 4.450 -0.7186
C -2.740 0.653 5.577 -0.6964
C -1.431 0.222 5.740 -0.7344
C -0.840 -0.591 4.783 -0.6499
H -3.716 -7.152 1.500 0.3894
H -4.826 -5.194 2.518 0.4374
H -3.595 -3.094 2.827 0.3610
H -0.113 -4.896 1.072 0.4311
H -1.356 -6.991 0.774 0.4685
H -0.340 -4.004 4.574 0.4086
H 1.478 -5.101 5.822 0.4200
H 3.830 -4.742 5.158 0.3920
H 4.366 -3.272 3.246 0.4496
H 2.554 -2.141 2.011 0.0269
H -3.432 -0.787 2.599 0.2182
H -4.478 0.617 4.318 0.4212
H -3.202 1.277 6.331 0.4380
H -0.868 0.515 6.616 0.4484
H 0.182 -0.927 4.920 0.4111
```

Results
- 2S+1 = 4
- orbital gap (alpha / beta) (eV) = 6.41 / 6.50
- total charge = +1
- molecular weight (g/mol) = 1057.77

---

F_max values, unit eV/A, following the record order: 0.6 0.8.
Total energy values, unit a.u., following the record order: -6290.92209 -4686.05301.